34
Properties=species:S:1:pos:R:3:forces:R:3 method="wB97M-V/def2-TZVPD" spin_multiplicity=1 homo_energy_ev=-12.60 e_above_lowest_kcal_mol=7.3 charge=+1
O 8.287 -12.419 24.981 0.4 1.6 -0.4
H 8.414 -12.002 25.836 0.2 0.7 0.6
H 9.125 -12.655 24.577 0.8 0.0 -0.5
H 7.805 -13.235 25.139 -1.9 -3.5 0.3
O 9.214 -15.956 26.983 1.1 -0.8 0.7
H 9.938 -15.334 27.086 0.7 0.1 0.5
H 8.748 -16.150 27.800 -0.1 -0.3 1.2
H 8.537 -15.533 26.450 -2.9 0.9 -2.8
C 6.174 -15.305 24.489 -0.3 -1.3 1.1
O 7.284 -15.110 25.396 0.7 1.6 -0.6
H 5.755 -14.471 23.926 0.6 0.6 0.1
H 6.277 -16.116 23.768 0.9 0.3 -0.4
H 5.326 -15.715 25.038 -0.3 0.3 0.5
O 9.650 -16.728 24.097 0.7 0.4 0.2
H 9.326 -17.625 24.171 -0.2 -0.4 -0.2
H 9.058 -16.212 24.644 -0.7 0.1 -0.3
O 5.550 -15.658 27.747 0.6 -0.4 0.7
H 6.139 -15.609 26.994 0.1 0.2 -0.6
H 4.739 -15.248 27.444 -0.5 0.3 -0.2
O 6.637 -17.208 20.495 0.0 0.3 -0.1
H 6.893 -17.615 21.322 0.4 -0.1 0.5
H 6.930 -17.823 19.823 0.0 -0.1 -0.3
O 3.378 -14.307 26.441 0.2 0.0 0.4
H 3.335 -14.029 25.526 -0.1 0.0 -0.6
H 2.464 -14.434 26.696 -0.3 0.0 0.1
O 2.688 -13.748 23.378 0.0 0.1 0.5
H 3.242 -12.991 23.189 0.0 0.3 -0.2
H 3.018 -14.437 22.801 0.1 -0.4 -0.1
O 4.143 -16.840 21.692 -0.4 0.2 0.7
H 5.014 -16.554 21.415 0.4 -0.1 -0.5
H 3.540 -16.330 21.151 -0.2 -0.1 -0.3
O 7.358 -18.294 23.252 0.3 0.0 -0.3
H 6.828 -19.044 22.982 -0.2 -0.4 0.1
H 6.758 -17.744 23.755 -0.2 0.1 0.2